# 1
Molecular formula: C42H77N15O3
Method: DFT, the ωB97M-V functional and the def2-TZVPD basis

The geometry in ORCA input format:
```
! RIJCOSX wB97M-V def2-TZVPD def2/J DEFGRID3
* xyz 6 1
N 20.10 -7.21 -23.13
O 20.46 -6.29 -22.35
O 20.32 -8.38 -22.80
O 19.60 -6.92 -24.25
C 17.21 -10.23 -20.77
C 17.80 -11.14 -21.85
N 19.03 -11.77 -21.40
C 20.14 -11.13 -20.84
C 20.94 -12.10 -20.36
N 20.36 -13.32 -20.68
C 19.21 -13.08 -21.26
C 20.79 -14.63 -20.11
H 16.19 -9.92 -21.00
H 17.81 -9.32 -20.69
H 17.22 -10.73 -19.80
H 18.01 -10.54 -22.74
H 17.08 -11.93 -22.07
H 20.18 -10.05 -20.91
H 21.78 -12.08 -19.69
H 18.48 -13.81 -21.57
H 21.49 -14.41 -19.32
H 21.32 -15.19 -20.88
H 19.91 -15.13 -19.71
C 26.30 -4.07 -17.91
C 25.53 -3.60 -19.14
N 24.21 -4.26 -19.27
C 23.99 -5.47 -19.86
C 22.65 -5.70 -19.84
N 22.11 -4.66 -19.13
C 23.07 -3.78 -18.81
C 20.69 -4.48 -18.86
H 26.56 -5.13 -17.97
H 25.72 -3.90 -17.01
H 27.21 -3.48 -17.85
H 26.11 -3.78 -20.04
H 25.35 -2.52 -19.07
H 24.81 -6.01 -20.31
H 22.01 -6.49 -20.20
H 22.90 -2.91 -18.20
H 20.06 -4.75 -19.72
H 20.37 -3.50 -18.54
H 20.42 -5.24 -18.12
C 18.66 -9.50 -26.89
C 20.06 -10.09 -26.71
N 20.38 -11.02 -27.81
C 20.49 -12.39 -27.67
C 20.97 -12.88 -28.82
N 21.09 -11.81 -29.70
C 20.77 -10.71 -29.04
C 21.64 -11.86 -31.05
H 18.47 -8.84 -26.04
H 17.98 -10.35 -26.78
H 18.51 -9.00 -27.84
H 20.09 -10.60 -25.75
H 20.82 -9.31 -26.66
H 20.18 -12.87 -26.75
H 21.21 -13.86 -29.22
H 20.85 -9.72 -29.44
H 22.04 -10.89 -31.32
H 20.85 -12.07 -31.78
H 22.36 -12.66 -31.16
C 24.71 -2.33 -28.78
C 24.66 -2.21 -27.27
N 24.57 -3.54 -26.62
C 25.43 -4.60 -26.74
C 24.98 -5.58 -25.92
N 23.87 -5.07 -25.26
C 23.69 -3.82 -25.67
C 23.16 -5.75 -24.17
H 23.88 -2.94 -29.15
H 25.68 -2.70 -29.11
H 24.57 -1.33 -29.21
H 23.86 -1.59 -26.88
H 25.58 -1.73 -26.92
H 26.28 -4.54 -27.40
H 25.30 -6.59 -25.76
H 22.99 -3.12 -25.25
H 22.58 -5.12 -23.51
H 24.00 -6.01 -23.50
H 22.77 -6.73 -24.42
C 14.30 -9.11 -23.74
C 13.94 -7.69 -23.34
N 14.56 -7.32 -22.06
C 14.03 -7.66 -20.82
C 14.97 -7.35 -19.91
N 16.06 -6.87 -20.59
C 15.81 -6.94 -21.90
C 17.34 -6.54 -19.97
H 15.34 -9.32 -23.43
H 14.39 -9.23 -24.82
H 13.75 -9.91 -23.25
H 12.86 -7.59 -23.26
H 14.24 -6.93 -24.06
H 13.02 -8.03 -20.82
H 15.03 -7.59 -18.86
H 16.50 -6.71 -22.70
H 17.45 -5.46 -19.90
H 18.14 -6.99 -20.55
H 17.39 -6.97 -18.97
C 23.02 -6.05 -30.24
C 22.62 -6.54 -28.85
N 21.41 -5.92 -28.33
C 20.92 -6.16 -27.06
C 19.68 -5.61 -27.00
N 19.44 -5.05 -28.23
C 20.46 -5.29 -29.03
C 18.18 -4.47 -28.72
H 23.98 -6.44 -30.56
H 22.99 -4.96 -30.38
H 22.27 -6.38 -30.96
H 23.44 -6.38 -28.15
H 22.49 -7.61 -28.99
H 21.46 -6.60 -26.25
H 18.95 -5.64 -26.21
H 20.54 -5.09 -30.09
H 17.76 -5.09 -29.51
H 18.33 -3.46 -29.09
H 17.47 -4.41 -27.90
C 18.10 -1.93 -16.46
C 18.12 -0.95 -17.61
N 17.94 -1.63 -18.91
C 16.81 -2.31 -19.26
C 16.99 -2.77 -20.53
N 18.15 -2.18 -20.97
C 18.72 -1.51 -19.99
C 18.67 -2.31 -22.35
H 18.91 -2.66 -16.55
H 17.11 -2.40 -16.41
H 18.31 -1.42 -15.52
H 19.04 -0.35 -17.63
H 17.35 -0.19 -17.50
H 16.02 -2.54 -18.57
H 16.41 -3.42 -21.16
H 19.58 -0.86 -20.01
H 19.44 -1.55 -22.45
H 17.87 -2.02 -23.02
H 18.95 -3.34 -22.54
*
```

The value obtained for the HOMO-LUMO gap is 9.53 eV. The LUMO energy comes out at -11.278 eV.

# 2
Molecular formula: C50H37BaCl5N7O4PS2
Method: DFT, the ωB97M-V functional and the def2-TZVPD basis

The geometry in ORCA input format:
```
! RIJCOSX wB97M-V def2-TZVPD def2/J DEFGRID3
* xyz -2 1
Ba 1.00 0.09 -0.17
C -1.68 3.32 1.08
C -1.68 1.83 0.82
N -1.43 1.38 -0.36
N -1.52 2.36 -1.36
C -0.59 2.63 -2.20
S 1.08 2.23 -2.34
S -1.10 3.71 -3.55
C -2.90 3.58 -3.49
C -3.44 2.49 -4.37
C -4.01 2.77 -5.60
C -4.44 1.75 -6.44
C -4.30 0.43 -6.05
C -3.73 0.14 -4.81
C -3.31 1.16 -3.98
C -2.04 0.92 1.97
C -3.03 1.41 2.82
C -3.40 0.78 4.00
C -2.70 -0.36 4.38
C -1.71 -0.88 3.56
C -1.41 -0.32 2.30
O -0.55 -0.87 1.49
H -0.69 3.72 0.84
H -1.91 3.56 2.11
H -2.38 3.81 0.40
H -3.32 4.55 -3.77
H -3.15 3.40 -2.44
H -4.11 3.80 -5.92
H -4.88 1.99 -7.40
H -4.61 -0.38 -6.71
H -3.59 -0.89 -4.51
H -2.84 0.93 -3.02
H -3.53 2.34 2.55
H -4.18 1.19 4.62
H -2.90 -0.84 5.33
H -1.15 -1.75 3.87
Cl 0.12 -0.95 -4.08
C 1.87 -1.00 -3.78
C 2.31 -0.83 -2.48
C 3.67 -0.79 -2.36
Cl 4.36 -0.51 -0.71
C 4.59 -0.94 -3.40
Cl 6.31 -0.88 -3.14
C 4.09 -1.16 -4.68
Cl 5.17 -1.40 -6.01
C 2.70 -1.19 -4.87
Cl 2.08 -1.45 -6.47
N 3.82 4.76 5.56
C 3.65 3.42 5.59
O 3.88 2.73 6.57
C 3.15 2.81 4.31
C 1.95 2.11 4.30
C 1.57 1.47 3.13
N 2.31 1.48 2.02
C 3.43 2.19 2.03
C 3.89 2.88 3.14
H 4.12 5.20 6.41
H 3.47 5.35 4.79
H 1.34 2.04 5.19
H 0.64 0.91 3.10
H 3.99 2.21 1.10
H 4.80 3.46 3.09
O 1.33 -2.23 0.32
P 0.05 -3.02 0.48
C 0.56 -4.64 -0.26
C 1.75 -4.69 -0.98
C 2.17 -5.88 -1.57
C 1.40 -7.03 -1.44
C 0.22 -6.99 -0.71
C -0.19 -5.80 -0.13
C -0.40 -3.60 2.12
C 0.61 -3.61 3.07
C 0.35 -4.09 4.35
C -0.91 -4.55 4.68
C -1.92 -4.55 3.73
C -1.67 -4.07 2.45
C -1.39 -2.67 -0.58
C -2.59 -2.11 -0.12
C -3.68 -2.00 -0.96
C -3.58 -2.41 -2.29
C -2.39 -2.93 -2.76
C -1.30 -3.07 -1.91
H 2.34 -3.79 -1.08
H 3.09 -5.89 -2.14
H 1.73 -7.95 -1.90
H -0.39 -7.88 -0.60
H -1.12 -5.79 0.43
H 1.59 -3.23 2.82
H 1.14 -4.08 5.09
H -1.12 -4.91 5.68
H -2.91 -4.90 3.98
H -2.47 -4.05 1.71
H -2.68 -1.77 0.90
H -4.59 -1.56 -0.59
H -4.42 -2.29 -2.95
H -2.28 -3.21 -3.80
H -0.37 -3.47 -2.30
N 2.75 4.87 -0.92
C 2.47 5.06 0.40
O 1.58 4.41 0.94
C 3.26 6.05 1.13
C 4.30 6.76 0.51
N 5.13 7.36 -0.04
C 2.95 6.29 2.47
N 2.71 6.50 3.59
H 3.52 5.33 -1.38
H 2.20 4.17 -1.41
*
```

The value obtained for the HOMO-LUMO gap is 6.53 eV. The LUMO energy comes out at 3.480 eV.

# 3
Molecular formula: C45H79Br17FI2N2O5S
Method: DFT, the ωB97M-V functional and the def2-TZVPD basis

The geometry in ORCA input format:
```
! RIJCOSX wB97M-V def2-TZVPD def2/J DEFGRID3
* xyz 1 1
C 7.82 5.47 2.20
C 6.61 6.06 1.40
O 6.79 7.04 0.73
O 5.32 5.47 1.41
C 5.47 4.04 1.31
C 4.06 3.33 1.00
C 4.20 2.51 -0.34
C 3.39 1.14 -0.42
C 3.12 1.02 -2.00
C 4.46 0.99 -2.86
C 4.51 -0.31 -3.80
Br 4.45 2.57 -4.08
C 1.99 1.04 0.37
C 0.85 2.10 0.06
C 0.57 3.09 1.25
C 0.16 2.37 2.60
S 1.07 3.19 3.98
O 2.47 2.73 4.02
O 0.47 2.92 5.29
O 1.08 4.82 3.78
C 1.63 -0.48 0.56
C 0.72 -1.23 -0.48
C -0.84 -0.89 -0.26
C -1.77 -2.08 -0.77
C -2.94 -1.45 -1.63
N -3.81 -0.55 -0.86
C -3.64 0.82 -0.64
C -4.65 1.46 0.17
C -5.58 0.32 0.47
C -5.03 -0.88 -0.20
N 3.01 -1.05 0.85
C 3.18 -2.52 0.93
I 2.96 -3.40 2.91
C 3.42 -3.36 -0.12
C 3.55 -2.83 -1.58
I 3.64 -5.50 0.22
C 4.07 -0.19 0.21
C 5.27 0.24 1.18
C 6.03 -1.02 1.82
C 5.68 -1.08 3.35
F 7.44 -0.77 1.74
H 7.43 5.11 3.20
H 8.64 6.21 2.34
H 8.16 4.55 1.64
H 6.24 3.81 0.53
H 5.85 3.65 2.30
H 3.35 4.17 0.81
H 3.83 2.72 1.91
H 5.27 2.33 -0.62
H 3.78 3.16 -1.16
H 2.49 1.90 -2.34
H 2.53 0.11 -2.27
H 5.38 0.94 -2.23
H 4.99 -0.05 -4.78
H 5.15 -1.07 -3.28
H 3.50 -0.79 -3.95
H 2.29 1.34 1.43
H 1.23 2.74 -0.80
H -0.13 1.67 -0.27
H 1.40 3.80 1.47
H -0.32 3.72 0.94
H 0.54 1.31 2.64
H -0.93 2.41 2.85
H 1.56 5.24 4.52
H 1.08 -0.53 1.53
H 0.93 -1.00 -1.55
H 0.80 -2.34 -0.35
H -1.07 -0.03 -0.96
H -1.04 -0.63 0.81
H -1.14 -2.71 -1.46
H -2.17 -2.71 0.08
H -2.50 -0.85 -2.46
H -3.61 -2.28 -2.03
H -2.81 1.46 -1.03
H -4.73 2.53 0.49
H -6.49 0.40 1.09
H -5.44 -1.93 -0.21
H 3.10 -0.77 1.84
H 4.65 -2.85 -1.83
H 3.06 -3.55 -2.28
H 3.22 -1.77 -1.70
H 4.65 -0.59 -0.66
H 4.90 0.85 2.05
H 6.07 0.79 0.62
H 5.83 -1.96 1.25
H 4.61 -0.73 3.45
H 6.30 -0.40 3.98
H 5.67 -2.15 3.72
Br -4.02 0.01 -4.77
C -4.93 -1.28 -5.91
C -5.16 -2.58 -5.18
Br -3.51 -3.62 -5.08
H -4.33 -1.40 -6.81
H -5.88 -0.81 -6.17
H -5.86 -3.21 -5.73
H -5.51 -2.44 -4.16
Br -5.72 -5.09 -2.54
C -6.71 -5.59 -4.14
C -6.88 -7.09 -4.23
Br -5.24 -7.95 -4.82
H -6.18 -5.17 -4.99
H -7.68 -5.10 -4.04
H -7.63 -7.34 -4.99
H -7.16 -7.55 -3.29
Br -5.53 -4.00 1.65
C -7.40 -4.13 2.19
C -8.32 -3.79 1.05
Br -8.36 -1.88 0.75
H -7.51 -3.49 3.06
H -7.55 -5.17 2.49
H -9.35 -4.07 1.29
H -8.03 -4.24 0.10
Br 8.40 2.04 -0.63
C 9.62 0.52 -0.69
C 11.04 0.94 -0.41
Br 11.84 1.80 -1.96
H 9.49 0.05 -1.67
H 9.26 -0.16 0.08
H 11.66 0.06 -0.22
H 11.12 1.63 0.42
Br -11.60 -1.19 2.97
C -12.55 -2.49 1.88
C -12.80 -3.77 2.64
Br -11.18 -4.86 2.76
H -11.96 -2.64 0.97
H -13.49 -2.02 1.61
H -13.52 -4.40 2.11
H -13.15 -3.61 3.65
Br 8.45 6.37 6.01
C 8.22 8.28 5.67
C 9.14 8.76 4.58
Br 10.97 8.96 5.23
H 8.37 8.79 6.62
H 7.18 8.39 5.37
H 8.85 9.75 4.24
H 9.18 8.08 3.73
Br 2.52 -0.33 -6.97
C 4.22 -0.30 -7.92
C 4.18 -1.18 -9.14
Br 4.33 -3.06 -8.66
H 4.99 -0.60 -7.20
H 4.37 0.74 -8.20
H 5.04 -0.98 -9.78
H 3.27 -1.07 -9.72
Br -16.24 -1.80 3.27
C -16.37 -2.54 5.07
C -15.94 -1.54 6.11
Br -14.00 -1.37 6.16
H -15.77 -3.45 5.08
H -17.42 -2.80 5.19
H -16.23 -1.87 7.10
H -16.34 -0.54 5.93
*
```

The value obtained for the HOMO-LUMO gap is 5.99 eV. The LUMO energy comes out at -3.417 eV.

# 4
Molecular formula: C7H12N
Method: DFT, the ωB97M-V functional and the def2-TZVPD basis

The geometry in ORCA input format:
```
! RIJCOSX wB97M-V def2-TZVPD def2/J DEFGRID3
* xyz 1 1
C -2.26 1.39 -0.25
C -1.45 0.65 0.43
N -0.41 -0.48 -0.38
C -0.84 -1.95 -0.02
C 0.90 -0.05 -0.10
C 1.75 0.15 1.15
C 1.46 1.29 0.20
C 2.02 0.53 -0.97
H -2.98 2.00 0.34
H -2.76 1.01 -1.15
H -1.27 0.54 1.44
H -0.53 -0.27 -1.46
H 0.09 -2.52 0.13
H -1.47 -1.83 0.96
H -1.44 -2.51 -0.80
H 2.80 -0.20 1.03
H 1.43 -0.02 2.18
H 1.26 2.38 0.28
H 1.81 0.72 -2.02
H 3.01 0.07 -0.83
*
```

The value obtained for the HOMO-LUMO gap is 10.59 eV. The structure (SMILES) is C=C[N@H+](C)[C@]12C[C@@H]1C2. The LUMO energy comes out at -3.246 eV.

# 5
Molecular formula: C3H3F
Method: DFT, the ωB97M-V functional and the def2-TZVPD basis

The geometry in ORCA input format:
```
! RIJCOSX wB97M-V def2-TZVPD def2/J DEFGRID3
* xyz 0 1
C 1.65 1.12 1.11
C 0.49 1.41 0.86
C -0.40 -1.10 -0.52
F -0.50 1.92 0.19
H -0.57 -0.93 0.50
H 0.12 -1.92 -0.83
H -0.77 -0.50 -1.32
*
```

The value obtained for the HOMO-LUMO gap (alpha / beta) is 10.27 / 6.40 eV. The LUMO energy (alpha / beta) comes out at -0.706 / -3.179 eV.

# 6
Molecular formula: C6H26NO6S
Method: DFT, the ωB97M-V functional and the def2-TZVPD basis

The geometry in ORCA input format:
```
! RIJCOSX wB97M-V def2-TZVPD def2/J DEFGRID3
* xyz -1 1
C 0.32 -1.22 2.49
C 1.84 -0.86 2.02
S 2.46 0.28 3.26
C -0.76 -0.34 1.74
N -0.62 -0.19 0.26
C 0.05 1.13 -0.19
C 0.29 0.99 -1.74
C 0.38 2.45 -2.37
H -0.01 -2.29 2.42
H 0.27 -0.91 3.56
H 2.45 -1.78 2.09
H 1.89 -0.56 0.96
H -0.69 0.62 2.18
H -1.78 -0.77 1.80
H 0.00 -0.91 -0.06
H -0.71 1.90 -0.02
H 0.96 1.10 0.47
H 1.20 0.31 -1.73
H -0.60 0.48 -2.17
H 0.98 3.15 -1.71
H 0.69 2.33 -3.45
H -0.62 2.76 -2.41
H -1.99 -0.46 -2.19
H -3.36 -0.43 -2.91
O -2.47 0.04 -2.85
H -1.20 -3.06 -1.13
H -1.91 -1.90 -0.67
O -2.03 -2.68 -1.10
H -3.35 -0.16 0.83
H -3.96 0.60 -0.42
O -3.89 0.60 0.55
H 0.80 -3.01 -1.66
H 1.50 -2.78 -0.39
O 0.62 -2.72 -0.77
H 3.15 0.49 -0.08
H 3.45 -1.01 -0.46
O 3.37 -0.04 -0.87
H 1.79 3.19 2.43
H 0.49 2.48 2.35
O 1.00 3.19 1.91
*
```

The value obtained for the HOMO-LUMO gap is 5.59 eV. The LUMO energy comes out at 2.316 eV.